Below is one molecule with the formula C3H3NOS2 in a non-equilibrium geometry, with properties calculated with wB97M-V/def2-TZVPD.

Geometry as XYZ:
```
10
Properties=species:S:1:pos:R:3
O -1.260 -1.655 1.604
C -0.211 -1.298 1.133
N -0.146 -0.215 0.208
C -1.352 0.412 -0.107
S -1.592 1.597 -1.214
C 1.038 0.231 -0.302
S 2.516 -0.382 0.001
H 0.740 -1.815 1.394
H -2.193 0.001 0.422
H 0.927 1.062 -1.029
```

Calculated values
HOMO energy ... -9.21 eV
LUMO energy ... -1.237 eV
Orbital gap ... 8.0 eV